Density functional theory data (ωB97M-V/def2-TZVPD) for 2 unconnected molecules or ions with the total composition C3H3NO in a non-equilibrium geometry.

Net charge: 0
Relative energy (zero: lowest compared OMol25 entry of this formula, charge and spin), kJ/mol: 185.2
LUMO energy, eV: 0.82
HOMO, eV: -11.0
Total energy, Ha: -246.0210
Kohn-Sham gap, eV: 11.8

```
8
Properties=species:S:1:pos:R:3:forces:R:3:nbo_charge:R:1
N -1.71850 -0.24139 -0.40913 0.3 -2.2 -2.5 -0.754
C -2.05752 0.66781 0.24621 -0.5 1.8 3.9 0.852
O -2.40945 1.37334 1.11683 -0.2 0.4 -1.1 -0.522
H -0.81903 -0.46539 -0.77049 0.2 -0.1 -0.1 0.420
C 2.05532 -0.40970 0.46140 -0.7 0.3 0.3 -0.180
C 1.42898 -0.34002 -0.55809 1.1 -0.1 0.4 -0.289
H 2.40233 -0.33940 1.46424 0.3 -0.2 0.0 0.241
H 1.11788 -0.24525 -1.55097 -0.4 0.0 -0.8 0.232
```
Positions in Å, forces in eV/Å.